{
  "formula": "C39H95N2O13S2",
  "method": "wB97M-V/def2-TZVPD",
  "e_tot_ha": -3426.86406,
  "total_charge": -1,
  "elements": ["C", "C", "C", "S", "O", "O", "N", "S", "O", "O", "C", "C", "O", "N", "C", "C", "H", "H", "H", "H", "H", "H", "H", "H", "H", "H", "H", "H", "H", "H", "H", "C", "C", "O", "C", "C", "H", "H", "H", "H", "H", "H", "H", "H", "H", "H", "C", "C", "O", "C", "C", "H", "H", "H", "H", "H", "H", "H", "H", "H", "H", "C", "C", "O", "C", "C", "H", "H", "H", "H", "H", "H", "H", "H", "H", "H", "C", "C", "O", "C", "C", "H", "H", "H", "H", "H", "H", "H", "H", "H", "H", "C", "C", "O", "C", "C", "H", "H", "H", "H", "H", "H", "H", "H", "H", "H", "C", "C", "O", "C", "C", "H", "H", "H", "H", "H", "H", "H", "H", "H", "H", "C", "C", "O", "C", "C", "H", "H", "H", "H", "H", "H", "H", "H", "H", "H", "C", "C", "O", "C", "C", "H", "H", "H", "H", "H", "H", "H", "H", "H", "H"],
  "positions_angstrom": [[-8.9860, 3.7505, 2.6908], [-8.0254, 3.6884, 1.5004], [-8.6848, 3.0101, 0.2980], [-7.5169, 2.4680, -0.9450], [-6.3733, 3.3522, -0.8373], [-8.2341, 2.4766, -2.2053], [-7.2365, 1.0102, -0.3551], [-6.6967, -0.1538, -1.2733], [-7.7606, -1.0747, -1.6405], [-5.7726, 0.2334, -2.3160], [-5.7223, -1.1201, -0.1016], [-4.3244, -0.5723, 0.0648], [-4.1428, 0.5083, 0.5670], [-3.2629, -1.3165, -0.4480], [-1.9718, -0.7164, -0.0970], [-3.2427, -2.7521, -0.1565], [-9.8660, 4.3518, 2.4384], [-9.3455, 2.7460, 2.9378], [-8.5140, 4.1804, 3.5771], [-7.1085, 3.1605, 1.7685], [-7.7560, 4.7062, 1.2049], [-9.2857, 2.1566, 0.6145], [-9.3446, 3.7083, -0.2283], [-5.7570, -2.1106, -0.5464], [-6.2225, -1.1402, 0.8683], [-1.8989, -0.5345, 0.9804], [-1.1843, -1.4134, -0.3922], [-1.8365, 0.2124, -0.6474], [-4.2111, -3.2279, -0.2730], [-2.5634, -3.2342, -0.8665], [-2.8429, -2.9521, 0.8461], [1.8346, -2.5789, 0.2302], [1.0919, -3.3272, 1.3258], [0.0043, -4.1037, 0.8590], [0.3271, -5.1372, -0.0521], [1.2574, -6.1918, 0.5227], [1.1390, -2.0019, -0.3809], [2.5565, -1.8923, 0.6746], [2.3839, -3.2545, -0.4281], [0.6467, -2.6138, 2.0199], [1.7874, -3.9469, 1.9058], [0.7465, -4.7208, -0.9757], [-0.6301, -5.5887, -0.3144], [2.2605, -5.7993, 0.6971], [1.3509, -7.0303, -0.1680], [0.8739, -6.5647, 1.4733], [1.1001, 3.0553, -0.4974], [1.5233, 1.6643, -0.9362], [0.6554, 1.0713, -1.8816], [0.4964, 1.7789, -3.0977], [1.7926, 1.9990, -3.8577], [0.0606, 3.0542, -0.1662], [1.7329, 3.3961, 0.3240], [1.1952, 3.7804, -1.3080], [1.5175, 0.9869, -0.0809], [2.5511, 1.6874, -1.3201], [0.0028, 2.7410, -2.9178], [-0.1961, 1.1764, -3.6852], [2.4547, 2.6892, -3.3310], [1.5890, 2.4277, -4.8402], [2.3306, 1.0587, -3.9892], [2.4571, 6.8072, -6.5854], [2.9900, 5.6101, -7.3558], [2.2748, 4.4125, -7.1249], [0.9057, 4.4278, -7.4933], [0.6691, 4.6686, -8.9746], [2.3541, 6.5606, -5.5275], [3.1433, 7.6495, -6.6842], [1.4821, 7.1308, -6.9524], [4.0079, 5.3940, -7.0291], [3.0414, 5.8355, -8.4278], [0.3538, 5.1600, -6.8937], [0.5302, 3.4435, -7.2145], [0.9328, 5.6847, -9.2732], [-0.3849, 4.5189, -9.2094], [1.2622, 3.9746, -9.5718], [5.8679, 5.5012, -2.1633], [6.4226, 4.1751, -2.6594], [5.6276, 3.5571, -3.6528], [5.4592, 4.2832, -4.8553], [6.7584, 4.5403, -5.6019], [4.8247, 5.3882, -1.8641], [6.4412, 5.8453, -1.3016], [5.9201, 6.2792, -2.9270], [6.4494, 3.4592, -1.8377], [7.4545, 4.2988, -3.0099], [4.9295, 5.2245, -4.6626], [4.7959, 3.6715, -5.4677], [7.4083, 5.2369, -5.0694], [6.5474, 4.9705, -6.5821], [7.3053, 3.6068, -5.7404], [3.2302, 9.0800, 1.3748], [3.5892, 7.7733, 0.6855], [2.7047, 6.7086, 0.9722], [1.3570, 6.9056, 0.5736], [1.1812, 7.0953, -0.9238], [3.0927, 8.9189, 2.4448], [4.0292, 9.8085, 1.2305], [2.3118, 9.5140, 0.9772], [4.5641, 7.4297, 1.0336], [3.6731, 7.9262, -0.3974], [0.9103, 7.7423, 1.1222], [0.8325, 6.0039, 0.8886], [1.5960, 8.0437, -1.2706], [0.1209, 7.0858, -1.1766], [1.6766, 6.2895, -1.4676], [6.1078, -6.6333, 1.5212], [4.8804, -6.8320, 2.3950], [4.1710, -8.0309, 2.1289], [4.8912, -9.2268, 2.3518], [5.3401, -9.4142, 3.7929], [5.8475, -6.7463, 0.4677], [6.5145, -5.6337, 1.6764], [6.8975, -7.3506, 1.7521], [4.1662, -6.0304, 2.2042], [5.1436, -6.7707, 3.4566], [5.7502, -9.2950, 1.6736], [4.2029, -10.0257, 2.0741], [6.1103, -8.6963, 4.0790], [5.7529, -10.4149, 3.9277], [4.4948, -9.2892, 4.4713], [1.8655, -6.3705, 6.8567], [3.0099, -6.8129, 5.9611], [4.1068, -5.9154, 5.9416], [4.7556, -5.7079, 7.1814], [5.3735, -6.9660, 7.7704], [1.5713, -5.3478, 6.6184], [1.0053, -7.0237, 6.7093], [2.1320, -6.4088, 7.9144], [2.6695, -6.8639, 4.9263], [3.3443, -7.8208, 6.2349], [4.0729, -5.2446, 7.9029], [5.5375, -4.9779, 6.9701], [4.6165, -7.6811, 8.0953], [5.9809, -6.7107, 8.6395], [6.0088, -7.4581, 7.0321], [-10.2061, -3.9888, 3.7697], [-9.0285, -3.0342, 3.8982], [-8.1361, -3.0711, 2.8065], [-8.6947, -2.7051, 1.5477], [-9.2561, -1.2978, 1.4977], [-9.8546, -4.9967, 3.5433], [-10.7685, -4.0155, 4.7047], [-10.8924, -3.6842, 2.9787], [-8.4269, -3.3099, 4.7662], [-9.3883, -2.0128, 4.0702], [-9.4572, -3.4327, 1.2455], [-7.8752, -2.7960, 0.8366], [-10.1562, -1.1918, 2.1095], [-9.5091, -1.0484, 0.4673], [-8.5188, -0.5724, 1.8454]]
}

{
  "formula": "C4H6NO3",
  "method": "wB97M-V/def2-TZVPD",
  "e_tot_ha": -436.35542,
  "total_charge": -1,
  "elements": ["C", "N", "C", "C", "C", "O", "O", "O", "H", "H", "H", "H", "H", "H"],
  "positions_angstrom": [[1.2550, -1.4423, -0.8323], [-0.7759, -1.0719, 1.3564], [0.9585, -0.0766, -0.1212], [-0.4216, -0.1221, 0.5050], [-1.1677, 1.3135, 0.8450], [-1.3743, 0.4568, -0.3362], [-0.4758, 2.3220, 0.7515], [1.6279, -1.2174, -2.1029], [2.1067, -1.9134, -0.2927], [-0.3371, -0.9739, 2.2565], [0.3613, -2.0655, -0.7007], [0.9331, 0.7476, -0.8316], [1.6631, 0.2431, 0.6558], [-2.0404, 1.2978, 1.4979]]
}

{
  "formula": "C17H17BrN2O2Ti",
  "method": "wB97M-V/def2-TZVPD",
  "e_tot_ha": -4341.22211,
  "total_charge": 1,
  "multiplicity": 2,
  "s_squared": 0.7562,
  "elements": ["Ti", "O", "C", "C", "C", "C", "C", "C", "C", "O", "N", "N", "C", "C", "Br", "C", "C", "C", "C", "C", "C", "C", "H", "H", "H", "H", "H", "H", "H", "H", "H", "H", "H", "H", "H", "H", "C", "H", "H", "H"],
  "positions_angstrom": [[-2.1984, -1.4619, 0.1404], [1.9296, -3.6521, 2.3586], [1.1560, -2.7079, 2.9787], [1.6049, -1.9530, 4.0501], [0.7830, -0.9843, 4.6058], [-0.4838, -0.7675, 4.0898], [-0.9283, -1.5399, 3.0235], [-0.1223, -2.5195, 2.4603], [-0.5542, -3.3480, 1.2579], [-1.8845, -3.1055, 0.9218], [0.2598, -2.9611, 0.0703], [-0.1052, -1.6692, -0.2413], [0.6491, -0.8764, -0.8947], [0.2568, 0.4830, -1.1983], [-1.3066, 1.1019, -0.2305], [0.9525, 1.3040, -1.9859], [0.7113, 2.6806, -2.4004], [1.8206, 3.5128, -2.5780], [1.6598, 4.8295, -2.9651], [0.3886, 5.3279, -3.2180], [-0.7178, 4.4990, -3.0884], [-0.5613, 3.1866, -2.6799], [2.7401, -3.8013, 2.8562], [2.5995, -2.1262, 4.4456], [1.1362, -0.4031, 5.4464], [-1.1335, -0.0203, 4.5241], [-1.9505, -1.4088, 2.6791], [-0.3745, -4.4083, 1.4346], [1.2569, -3.0799, 0.2311], [1.6273, -1.1938, -1.2528], [1.8740, 0.8604, -2.3598], [2.8146, 3.1214, -2.3960], [2.5256, 5.4664, -3.0836], [0.2616, 6.3545, -3.5336], [-1.7061, 4.8739, -3.3174], [-1.4269, 2.5414, -2.6252], [-3.2377, -1.5211, -1.6357], [-4.1639, -0.9376, -1.5643], [-3.5030, -2.5602, -1.8514], [-2.6493, -1.1366, -2.4737]]
}